Record 1
Formula: C39H62Cl2INO2PRhSi2
Source: the OMol25 dataset
Level of theory: the ωB97M-V functional and the def2-TZVPD basis

Calculated values
2S+1   5
Net charge   0
E   -3977.558181 Eh
<S²>   6.01
F_max   0.0103 Eh/bohr
Kohn-Sham gap (alpha / beta)   8.4 / 6.6 eV
E_HOMO (alpha / beta)   -7.93 / -7.93 eV

Last column: Löwdin charge in e.
Element x y z (Å)
Rh: 1.4679 -0.0913 0.1095  0.56
I: 3.8869 -0.3778 -0.8193  0.16
C: 4.2392 5.1709 0.6682  -0.19
C: 3.9135 4.6529 -0.7484  -0.18
C: 3.0954 3.3550 -0.7043  -0.24
C: 2.0744 3.4458 0.4371  -0.42
C: 2.8287 3.4129 1.7908  -0.19
C: 4.2363 4.0206 1.6725  -0.19
P: 0.7608 2.1668 0.3795  1.00
C: -0.3290 2.5599 -1.0523  -0.40
C: 0.1846 1.8525 -2.3246  -0.23
C: -0.5847 2.3561 -3.5399  -0.20
C: -0.2752 3.8414 -3.8137  -0.18
C: 0.1069 4.5965 -2.5284  -0.19
C: -0.6535 4.0527 -1.3187  -0.18
C: -0.3166 2.4614 1.8434  -0.41
C: 0.2262 1.8604 3.1507  -0.21
C: -0.8936 1.8048 4.2033  -0.18
C: -1.8284 3.0284 4.1262  -0.19
C: -1.1053 4.2236 3.5169  -0.19
C: -0.7360 3.9363 2.0519  -0.19
H: 3.4936 5.9108 0.9796  0.11
H: 5.2005 5.6845 0.6721  0.11
H: 4.8353 4.4672 -1.3049  0.11
H: 3.3613 5.4176 -1.3031  0.10
H: 3.7449 2.5003 -0.5231  0.01
H: 2.6334 3.1754 -1.6722  0.08
H: 1.5474 4.4000 0.3386  0.10
H: 2.9092 2.3850 2.1527  0.10
H: 2.2574 3.9717 2.5367  0.10
H: 4.9506 3.2554 1.3533  0.12
H: 4.5643 4.3609 2.6557  0.11
H: -1.2571 2.0528 -0.7639  0.09
H: 0.0683 0.7741 -2.2131  0.07
H: 1.2536 2.0284 -2.4760  0.10
H: -1.6567 2.2243 -3.3537  0.10
H: -0.3466 1.7490 -4.4149  0.12
H: -1.1476 4.3147 -4.2701  0.11
H: 0.5370 3.9235 -4.5388  0.11
H: -0.1000 5.6611 -2.6413  0.11
H: 1.1817 4.5139 -2.3489  0.09
H: -1.7271 4.1405 -1.5160  0.12
H: -0.4609 4.6732 -0.4442  0.08
H: -1.2053 1.8693 1.5846  0.10
H: 1.0459 2.4730 3.5245  0.09
H: 0.6384 0.8627 2.9832  0.10
H: -0.4381 1.7451 5.1945  0.11
H: -1.4743 0.8914 4.0706  0.09
H: -2.2141 3.2704 5.1164  0.11
H: -2.7010 2.7974 3.5068  0.10
H: -0.2009 4.4320 4.0965  0.11
H: -1.7184 5.1251 3.5640  0.11
H: 0.0663 4.6157 1.7546  0.09
H: -1.5921 4.1615 1.4127  0.11
Cl: -1.1718 -7.5427 -0.6615  0.70
C: -0.7725 -6.2971 -1.8204  -0.58
C: -1.7673 -5.8825 -2.6825  -0.13
C: -1.4967 -4.8873 -3.6037  -0.10
C: -0.2299 -4.3320 -3.6384  -0.12
C: 0.7678 -4.7650 -2.7825  -0.57
Cl: 2.3262 -4.0237 -2.9700  0.74
C: 0.5373 -5.7749 -1.8340  -0.30
N: 1.4757 -6.3014 -0.9651  0.06
C: 2.6384 -5.6701 -0.4144  -0.25
C: 3.8887 -6.1758 -0.7498  -0.04
C: 5.0386 -5.6297 -0.2067  -0.08
C: 4.9377 -4.5656 0.6816  -0.07
C: 3.6916 -4.0736 1.0308  -0.04
C: 2.5264 -4.6199 0.4962  -0.15
C: 1.1849 -4.0568 0.9215  -0.03
C: 1.1346 -2.5742 0.6503  -0.68
O: 1.5301 -1.7801 1.5597  -0.15
O: 0.7522 -2.1323 -0.4798  -0.14
H: -2.7474 -6.3394 -2.6191  0.10
H: -2.2647 -4.5478 -4.2869  0.10
H: 0.0101 -3.5487 -4.3465  0.10
H: 1.1480 -7.1019 -0.4551  0.08
H: 3.9407 -6.9913 -1.4629  0.12
H: 6.0092 -6.0261 -0.4815  0.10
H: 5.8303 -4.1144 1.0970  0.10
H: 3.6083 -3.2363 1.7159  0.11
H: 1.0671 -4.1923 1.9957  0.13
H: 0.3660 -4.5505 0.4037  0.12
C: -1.5022 -2.2355 2.8441  -0.17
Si: -2.8947 -1.5738 1.7909  0.40
C: -4.1126 -2.9679 1.5519  -0.19
C: -3.7961 -0.1701 2.6516  -0.18
C: -2.2451 -0.9550 0.1707  -0.16
Si: -3.1704 -0.7897 -1.4268  0.41
C: -1.9884 -0.6414 -2.8661  -0.16
C: -4.2366 0.7485 -1.3141  -0.18
C: -4.2911 -2.2467 -1.7501  -0.18
H: -1.7779 -2.2562 3.9043  0.04
H: -0.5822 -1.6550 2.7296  0.01
H: -1.2632 -3.2611 2.5404  0.03
H: -4.4046 -3.3609 2.5336  0.04
H: -3.6615 -3.7879 0.9809  0.04
H: -5.0206 -2.6507 1.0328  0.02
H: -3.9213 -0.3863 3.7199  0.04
H: -4.7926 -0.0352 2.2134  0.03
H: -3.2612 0.7814 2.5555  0.00
H: -1.1896 -0.6786 0.1288  -0.03
H: -1.8016 0.4024 -3.1325  -0.01
H: -2.4050 -1.1392 -3.7469  0.04
H: -1.0318 -1.1253 -2.6343  0.03
H: -3.6491 1.6232 -1.0090  0.02
H: -5.0392 0.6105 -0.5784  0.03
H: -4.6997 0.9710 -2.2840  0.04
H: -3.7511 -3.1958 -1.6485  0.03
H: -4.6606 -2.1779 -2.7802  0.03
H: -5.1574 -2.2712 -1.0823  0.02

Record 2
Formula: C39H65O6PSeTa
Source: the OMol25 dataset
Level of theory: the ωB97M-V functional and the def2-TZVPD basis

Calculated values
Net charge   +3
E   -4775.382811 Eh
F_max   0.0525 Eh/bohr
Kohn-Sham gap   6.1 eV
E_HOMO   -16.21 eV

Last column: Löwdin charge in e.
Element x y z (Å)
Ta: -0.3185 -0.5921 -1.7047  1.93
C: -3.8193 -1.5841 -2.6734  -0.14
C: -3.4055 -0.2891 -3.3756  -0.14
O: -2.0618 -0.3784 -3.8619  -0.23
C: -1.9564 -1.1747 -5.0524  -0.13
C: -0.4779 -1.4067 -5.3516  -0.17
O: 0.2036 -1.9735 -4.2317  -0.25
C: 0.3519 -3.4008 -4.3114  -0.13
C: 0.4897 -3.9370 -2.8860  -0.15
O: -0.5227 -3.4032 -2.0405  -0.24
C: -1.7900 -4.0645 -2.1354  -0.12
C: -2.7736 -3.2541 -1.2916  -0.13
O: -2.8018 -1.8960 -1.7183  -0.24
H: -3.9301 -2.4030 -3.3923  0.13
H: -4.7822 -1.4378 -2.1649  0.15
H: -3.3952 0.5470 -2.6687  0.13
H: -4.0931 -0.0628 -4.1966  0.15
H: -2.4125 -0.6313 -5.8876  0.16
H: -2.4757 -2.1306 -4.9253  0.13
H: -0.0089 -0.4419 -5.5428  0.06
H: -0.3660 -2.0386 -6.2387  0.16
H: 1.2509 -3.6497 -4.8865  0.15
H: -0.5166 -3.8419 -4.8121  0.14
H: 1.4411 -3.6038 -2.4598  0.13
H: 0.4533 -5.0310 -2.8883  0.16
H: -1.7080 -5.0806 -1.7364  0.16
H: -2.1235 -4.1202 -3.1788  0.13
H: -2.4236 -3.2391 -0.2572  0.13
H: -3.7713 -3.6966 -1.3316  0.16
C: -2.5640 5.7912 2.4755  -0.03
C: -1.2675 5.0038 2.7135  -0.55
C: -0.0765 5.8825 2.3183  -0.05
C: -1.1349 4.6442 4.2031  -0.02
C: -1.2950 3.7096 1.9280  -0.12
C: -0.1887 3.2631 1.2037  -0.02
C: -0.2916 2.1171 0.4512  -0.36
Se: 1.2319 1.4990 -0.5604  1.24
C: 2.0291 0.2519 0.6936  -0.34
C: 2.9808 0.6728 1.5983  -0.02
C: 3.5553 -0.2605 2.4611  -0.12
C: 2.9871 -1.5364 2.4759  0.07
C: 1.9994 -1.9670 1.6038  -0.07
C: 1.6083 -1.0817 0.5758  -0.29
O: 0.8375 -1.3633 -0.5006  -0.28
C: 1.2660 -3.2858 1.8125  -0.52
C: 1.4060 -4.1736 0.5753  -0.02
C: -0.2161 -2.9226 2.0294  -0.02
C: 1.7684 -4.0498 3.0396  -0.03
C: 4.7315 0.0726 3.3525  -0.55
C: 5.2660 1.4858 3.1044  -0.05
C: 5.8546 -0.9300 3.0396  -0.02
C: 4.3323 -0.0549 4.8331  -0.02
C: -1.4830 1.3797 0.3041  -0.27
O: -1.4716 0.4759 -0.7050  -0.28
C: -2.5299 1.6950 1.1981  -0.06
C: -2.3995 2.8636 1.9464  0.06
C: -3.7359 0.8147 1.4893  -0.53
C: -5.0517 1.5599 1.2278  -0.01
C: -3.7342 -0.4538 0.6422  -0.05
C: -3.6519 0.4051 2.9721  -0.01
H: -2.4896 6.7626 2.9567  0.10
H: -3.4329 5.2871 2.8863  0.08
H: -2.7284 5.9502 1.4127  0.10
H: -0.1304 6.8251 2.8571  0.10
H: -0.0842 6.1043 1.2537  0.10
H: 0.8688 5.4139 2.5820  0.08
H: -1.0826 5.5525 4.7979  0.10
H: -0.2262 4.0716 4.3735  0.09
H: -1.9808 4.0576 4.5488  0.09
H: 0.7416 3.8094 1.2002  0.11
H: 3.2785 1.7087 1.6077  0.11
H: 3.3301 -2.2304 3.2242  0.11
H: 0.9024 -3.7156 -0.2720  0.04
H: 0.9556 -5.1451 0.7668  0.10
H: 2.4555 -4.3200 0.3312  0.11
H: -0.6269 -2.4122 1.1537  0.05
H: -0.3245 -2.2714 2.8943  0.10
H: -0.7995 -3.8214 2.2138  0.10
H: 2.7992 -4.3644 2.9140  0.10
H: 1.1675 -4.9440 3.1782  0.10
H: 1.6761 -3.4530 3.9423  0.10
H: 5.5141 1.6315 2.0557  0.09
H: 6.1774 1.6271 3.6778  0.10
H: 4.5574 2.2473 3.4230  0.09
H: 6.1446 -0.8637 1.9933  0.10
H: 5.5660 -1.9533 3.2568  0.08
H: 6.7212 -0.6916 3.6478  0.10
H: 3.5497 0.6588 5.0849  0.09
H: 5.1949 0.1542 5.4607  0.10
H: 3.9821 -1.0560 5.0718  0.08
H: -3.2249 3.1248 2.5846  0.12
H: -5.1458 1.8235 0.1771  0.09
H: -5.1311 2.4658 1.8175  0.09
H: -5.8833 0.9158 1.4969  0.10
H: -3.7949 -0.1897 -0.4091  0.06
H: -4.6006 -1.0602 0.8969  0.11
H: -2.8369 -1.0454 0.8269  0.08
H: -3.7518 1.2591 3.6340  0.09
H: -2.7042 -0.0850 3.1877  0.09
H: -4.4577 -0.2867 3.1975  0.10
C: 2.6708 2.2599 -3.3315  -0.31
P: 1.4802 1.0132 -4.0020  0.82
C: 0.7104 2.0816 -5.2961  -0.23
C: 2.6788 -0.0280 -4.9287  -0.23
H: 3.2890 2.6089 -4.1609  0.07
H: 3.3319 1.8371 -2.5765  0.03
H: 2.1553 3.1210 -2.9098  0.04
H: 1.5089 2.5197 -5.8943  0.07
H: 0.1586 2.8865 -4.8147  0.06
H: 0.0317 1.5559 -5.9621  0.04
H: 3.2631 0.6117 -5.5897  0.07
H: 2.2045 -0.8015 -5.5230  0.04
H: 3.3525 -0.5041 -4.2185  0.06